A cluster of 2 separate species, C4H4N2O3 in total at a distorted geometry. Source: OMol25; level of theory: ωB97M-V with the def2-TZVPD basis set.

**Relative energy (zero: lowest compared OMol25 entry of this formula, charge and spin)**: 1050.04 kJ/mol
**E_LUMO**: -0.1177 Eh

```
13
Properties=species:S:1:pos:R:3:nbo_charge:R:1
C 0.3461 1.1859 0.4851 0.130
C -0.4369 1.4361 -0.6799 0.137
C -0.7107 -1.9705 -1.1511 0.513
C 0.6784 -0.3571 0.3496 0.358
H -0.5780 2.7946 2.3018 0.236
H -0.7416 2.5849 -0.9370 0.246
H -0.0593 -2.6957 -0.4946 0.162
H 1.5790 -0.9528 2.1431 0.399
N 0.2256 -0.7413 -1.1376 -0.161
N 1.0624 -1.2789 1.1491 -0.675
O 0.9959 2.0074 1.3625 -0.514
O -0.7096 0.2767 -1.4232 -0.330
O -1.6512 -2.2894 -1.9679 -0.500
```